1.
C24H25F2NO3PdSe2 as an isolated structure at a distorted geometry, computed with ωB97M-V/def2-TZVPD.

```
58
Properties=species:S:1:pos:R:3:nbo_charge:R:1
Pd 2.096 0.619 -0.596 0.92
C 5.708 0.992 0.184 -0.79
Se 4.479 0.339 -1.168 0.66
C 4.526 1.913 -2.352 -0.59
C 3.981 3.152 -1.673 -0.58
Se 2.055 3.006 -1.382 0.55
C 1.920 4.437 -0.079 -0.76
H 6.685 1.052 -0.289 0.26
H 5.725 0.250 0.978 0.27
H 5.404 1.957 0.578 0.23
H 3.985 1.616 -3.250 0.26
H 5.570 2.065 -2.625 0.27
H 4.184 4.059 -2.242 0.27
H 4.419 3.270 -0.684 0.23
H 2.094 5.371 -0.609 0.27
H 2.654 4.301 0.707 0.23
H 0.910 4.421 0.323 0.27
C -3.831 -3.981 -1.769 -0.63
C -3.511 -3.488 -0.365 -0.02
C -4.727 -3.068 0.443 -0.41
C -5.393 -1.853 -0.185 -0.44
C -4.396 -0.747 -0.389 -0.01
C -4.797 0.566 -0.451 -0.20
C -3.866 1.587 -0.654 0.42
F -4.314 2.838 -0.719 -0.29
C -2.529 1.343 -0.774 -0.24
C -2.085 0.015 -0.693 -0.15
C -0.679 -0.291 -0.762 0.56
O 0.132 0.722 -0.888 -0.71
C -0.286 -1.626 -0.702 -0.37
C -1.268 -2.601 -0.540 0.19
N -2.554 -2.337 -0.456 -0.29
C -3.017 -1.026 -0.521 0.23
C 1.116 -2.121 -0.781 0.76
O 1.412 -3.259 -0.535 -0.53
O 2.052 -1.246 -1.183 -0.72
H -4.569 -4.781 -1.714 0.25
H -2.941 -4.379 -2.257 0.23
H -4.234 -3.184 -2.394 0.22
H -2.971 -4.262 0.181 0.23
H -4.426 -2.846 1.469 0.22
H -5.419 -3.908 0.481 0.25
H -6.212 -1.495 0.438 0.25
H -5.835 -2.120 -1.148 0.24
H -5.841 0.828 -0.341 0.26
H -1.831 2.150 -0.931 0.25
H -0.970 -3.641 -0.487 0.26
F 1.792 0.443 5.410 -0.28
C 1.873 0.472 4.085 0.42
C 1.505 -0.653 3.371 -0.23
C 1.581 -0.641 1.980 -0.32
C 2.028 0.527 1.413 0.20
C 2.414 1.662 2.085 -0.32
C 2.330 1.625 3.474 -0.24
H 1.171 -1.538 3.896 0.26
H 1.314 -1.530 1.431 0.26
H 2.770 2.546 1.587 0.22
H 2.617 2.478 4.074 0.26
```

Summary:
Frontier orbital gap   6.2 eV
Charge   +2
Relative energy (zero: lowest compared OMol25 entry of this formula, charge and spin)   0.00 kcal per mole
Energy   -6339.91856 Eh


2.
C4H8O2 as an isolated structure at a distorted geometry, computed with ωB97M-V/def2-TZVPD.

```
14
Properties=species:S:1:pos:R:3:nbo_charge:R:1
C -1.152 1.490 -0.663 -0.64
C -0.026 0.853 0.140 -0.26
C 0.711 -1.500 0.346 -0.13
O 0.966 -1.294 1.717 -0.71
C 0.543 -0.278 -0.529 0.30
O 0.598 -0.368 -1.761 -0.64
H -0.772 1.986 -1.549 0.25
H -1.825 2.147 -0.096 0.22
H -1.760 0.653 -1.062 0.23
H -0.056 0.930 1.225 0.23
H -0.262 -1.980 0.169 0.19
H 1.504 -2.096 -0.091 0.20
H 0.129 -1.239 2.193 0.47
H 1.401 0.694 -0.039 0.29
```

Summary:
Frontier orbital gap   9.4 eV
Relative energy (zero: lowest compared OMol25 entry of this formula, charge and spin)   87.10 kcal per mole
Energy   -307.57363 Eh


3.
A 2-piece molecular cluster, H2NOS overall at a distorted geometry, computed with ωB97M-V/def2-TZVPD.

```
5
Properties=species:S:1:pos:R:3:nbo_charge:R:1
N -1.504 0.734 -1.584 -0.87
O 0.010 -0.319 0.593 -0.98
S -3.006 0.186 -1.604 -0.12
H -0.818 -0.229 0.156 0.50
H 0.506 0.547 0.371 0.46
```

Summary:
Frontier orbital gap (alpha / beta)   5.8 / 5.8 eV
Charge   -1
Relative energy (zero: lowest compared OMol25 entry of this formula, charge and spin)   0.00 kcal per mole
Energy   -529.34485 Eh


4.
C35H40N4P2Re as an isolated structure at a distorted geometry, computed with ωB97M-V/def2-TZVPD.

```
82
Properties=species:S:1:pos:R:3:mulliken_spin:R:1
Re 2.785 0.101 1.924 1.28
C 3.806 -0.141 -0.036 0.37
C 2.721 0.807 -0.015 -0.06
C 1.423 0.384 -0.680 0.03
C 0.455 -0.471 0.159 -0.02
C 0.989 -0.959 1.498 -0.05
C 2.116 -1.840 1.606 0.01
C 2.744 -2.486 0.384 0.03
C 3.714 -1.595 -0.421 -0.01
C 2.304 0.742 3.782 0.11
H 4.824 0.265 -0.087 0.00
H 2.949 1.869 -0.078 0.01
H 1.732 -0.167 -1.584 0.00
H 0.868 1.282 -0.998 0.01
H -0.444 0.134 0.398 -0.01
H 0.101 -1.306 -0.475 0.00
H 0.274 -0.919 2.329 0.02
H 2.169 -2.454 2.506 0.01
H 1.965 -2.905 -0.276 -0.01
H 3.331 -3.345 0.748 0.00
H 4.728 -1.990 -0.231 -0.01
H 3.521 -1.778 -1.492 0.04
H 3.212 0.660 4.404 0.00
H 1.506 0.139 4.239 0.02
H 2.046 1.810 3.663 0.00
P -3.655 -0.269 0.218 0.00
P -1.982 1.817 -2.178 0.00
N -4.022 -2.016 0.334 -0.01
N -5.275 0.285 0.800 -0.04
N -1.488 0.548 -3.344 0.00
N -2.238 3.162 -3.371 0.00
C -4.062 -0.104 -1.599 0.00
C -3.796 1.328 -2.132 0.00
C -3.180 -2.980 0.922 0.03
C -3.788 -4.237 0.849 0.00
C -5.040 -4.051 0.175 0.02
C -5.124 -2.712 -0.175 0.01
C -5.469 1.220 1.828 0.34
C -6.834 1.372 2.063 0.16
C -7.523 0.539 1.123 0.09
C -6.547 -0.053 0.328 0.35
C -0.363 -0.261 -3.164 -0.01
C -0.204 -1.130 -4.229 0.00
C -1.325 -0.919 -5.085 0.00
C -2.117 0.061 -4.493 0.00
C -2.655 3.143 -4.711 0.00
C -3.021 4.426 -5.109 0.00
C -2.836 5.285 -3.980 0.00
C -2.364 4.496 -2.932 0.00
H -5.100 -0.406 -1.837 0.00
H -3.435 -0.852 -2.114 0.00
H -4.249 1.454 -3.134 0.00
H -4.257 2.097 -1.482 0.00
H -2.213 -2.690 1.321 0.00
H -3.397 -5.183 1.201 0.00
H -5.799 -4.805 -0.046 0.00
H -5.889 -2.225 -0.755 -0.01
H -4.614 1.722 2.270 0.01
H -7.309 2.000 2.806 0.00
H -8.584 0.381 1.017 0.00
H -6.691 -0.629 -0.574 0.05
H 0.216 -0.179 -2.271 0.00
H 0.610 -1.843 -4.360 0.00
H -1.532 -1.442 -6.016 0.00
H -3.080 0.443 -4.791 0.00
H -2.625 2.247 -5.309 0.00
H -3.394 4.704 -6.089 0.00
H -3.052 6.345 -3.953 0.00
H -2.108 4.762 -1.915 0.00
C 4.666 -0.104 2.553 -0.10
C 5.847 -0.174 2.990 0.28
C 7.147 -0.164 3.580 0.00
C 8.302 0.211 2.810 0.04
C 9.559 0.302 3.403 -0.01
C 9.681 0.089 4.784 0.03
C 8.579 -0.294 5.560 -0.01
C 7.322 -0.450 4.961 0.03
H 8.198 0.429 1.746 0.00
H 10.447 0.514 2.798 0.00
H 10.653 0.194 5.248 0.00
H 8.702 -0.482 6.627 0.00
H 6.467 -0.760 5.563 0.00
```

Summary:
Frontier orbital gap (alpha / beta)   5.3 / 3.1 eV
Charge   +2
Relative energy (zero: lowest compared OMol25 entry of this formula, charge and spin)   0.00 kcal per mole
Multiplicity   4
Energy   -2336.83433 Eh


5.
A 3-piece molecular cluster, CH8NO3 overall at a distorted geometry, computed with ωB97M-V/def2-TZVPD.

```
13
Properties=species:S:1:pos:R:3:nbo_charge:R:1
N -1.518 -1.550 -0.137 -0.89
C -0.536 -0.673 -0.794 0.11
O 0.300 0.010 0.066 -1.00
H -0.928 -2.237 0.309 0.34
H -2.015 -1.023 0.569 0.34
H 0.152 -1.353 -1.346 0.08
H -0.929 -0.059 -1.615 0.12
H 0.977 0.275 1.662 0.53
H 0.559 0.899 2.972 0.44
O 1.295 0.421 2.584 -1.00
H 0.532 1.374 -0.830 0.51
H 1.464 1.806 -1.925 0.44
O 0.647 2.109 -1.517 -1.02
```

Summary:
Frontier orbital gap   8.0 eV
Charge   -1
Relative energy (zero: lowest compared OMol25 entry of this formula, charge and spin)   7.49 kcal per mole
Energy   -323.39945 Eh


6.
One molecule with the formula C5H7N3O2 at a distorted geometry, computed with ωB97M-V/def2-TZVPD.

```
17
Properties=species:S:1:pos:R:3:nbo_charge:R:1
O -0.721 -0.369 2.226 -0.58
C -0.113 -0.480 1.176 0.68
N 0.223 -1.695 0.651 -0.65
C 0.881 -1.847 -0.572 0.26
N 1.477 -0.915 -1.191 -0.41
C 1.522 0.378 -0.528 -0.26
C 0.276 0.695 0.298 -0.43
C -0.914 1.106 -0.590 0.68
N -2.098 1.240 0.023 -0.86
H -0.094 -2.521 1.147 0.42
H 0.870 -2.870 -0.959 0.19
H 2.404 0.390 0.132 0.21
H 1.670 1.164 -1.277 0.24
H 0.475 1.543 0.969 0.27
O -0.743 1.602 -1.702 -0.58
H -2.548 0.447 0.462 0.42
H -2.567 2.132 -0.265 0.42
```

Summary:
Frontier orbital gap   10.4 eV
Structure (SMILES)   NC(=O)[C@@H]1CN=CNC1=O
Relative energy (zero: lowest compared OMol25 entry of this formula, charge and spin)   3.37 kcal per mole
Energy   -509.49415 Eh


7.
C4H9NO2 as an isolated structure at a distorted geometry, computed with ωB97M-V/def2-TZVPD.

```
16
Properties=species:S:1:pos:R:3:nbo_charge:R:1
C -0.416 -2.471 0.507 -0.41
N -0.088 -1.072 0.336 -0.54
C 0.264 -0.317 1.308 0.49
O 0.553 0.959 1.195 -0.51
C 0.779 1.594 -0.270 -0.10
C -0.248 1.468 -1.364 -0.07
O -0.530 0.200 -1.769 -0.80
H -1.456 -2.647 0.208 0.21
H 0.226 -3.085 -0.133 0.21
H -0.288 -2.790 1.546 0.19
H 0.336 -0.754 2.316 0.16
H 0.942 2.652 -0.034 0.21
H 1.687 1.078 -0.596 0.20
H -1.119 2.148 -1.240 0.16
H 0.468 2.066 -2.018 0.16
H -0.308 -0.497 -0.813 0.46
```

Summary:
Frontier orbital gap   9.8 eV
Relative energy (zero: lowest compared OMol25 entry of this formula, charge and spin)   67.94 kcal per mole
Energy   -362.97726 Eh


8.
A 2-piece molecular cluster, C3H6O2S2 overall at a distorted geometry, computed with ωB97M-V/def2-TZVPD.

```
13
Properties=species:S:1:pos:R:3:mulliken_spin:R:1
C -0.144 2.017 -0.589 1.00
C 0.350 -1.244 -0.066 0.07
C -0.704 -0.525 0.218 -0.04
O -1.389 3.057 -2.714 0.23
O -1.601 0.740 -2.367 0.31
S 1.430 2.179 -1.198 0.23
S -1.728 2.047 -1.698 0.21
H -0.473 2.224 0.450 -0.03
H 1.146 -1.120 0.722 0.00
H 1.169 2.206 -2.568 0.01
H 0.385 -2.038 -0.761 0.00
H -0.917 -0.006 1.157 0.00
H -1.701 -0.631 -0.401 0.00
```

Summary:
Frontier orbital gap (alpha / beta)   8.8 / 6.9 eV
Relative energy (zero: lowest compared OMol25 entry of this formula, charge and spin)   43.24 kcal per mole
Multiplicity   3
Energy   -1064.55511 Eh